No. 1
This record from the OMol25 dataset describes C4H4InLiO5 as an isolated structure. The level of theory is wB97M-V/def2-TZVPD.

Output
<S²>: 0.7562
LUMO (spin up / spin down) (eV): -5.8 / -9.0
Total energy (Ha): -728.354646
Multiplicity: 2
Charge: +1
Max |F| (Eh/bohr): 0.0980
Frontier orbital gap (spin up / spin down) (eV): 6.246 / 3.009

Geometry (Å):
O 0.121 0.797 1.636
C 0.733 -0.311 1.861
C -1.034 0.228 -0.188
O 1.921 -0.403 2.150
O 0.186 -1.350 1.176
C -1.094 -1.091 0.593
H -1.774 0.144 -0.995
H -1.322 1.240 0.110
H -1.296 -1.943 -0.064
H -1.858 -1.026 1.378
O 0.432 -0.455 -2.309
C 0.450 0.279 -1.283
O 1.173 1.349 -1.334
Li 1.593 1.752 0.445
In 1.769 0.790 -3.175

Atomic forces in eV per Å
O 0.6 0.7 1.3
C 2.1 2.2 -2.7
C -0.4 -0.5 -3.3
O -0.2 -0.5 0.8
O -1.2 -1.6 0.3
C 1.2 0.8 0.6
H 0.3 -0.6 -0.7
H 1.0 -0.4 0.9
H 0.0 0.3 0.1
H 0.0 0.1 -0.3
O -0.4 -0.9 1.4
C -4.8 0.1 1.5
O -0.1 0.1 2.0
Li -0.4 -0.3 1.8
In 2.4 0.5 -3.7

***

No. 2
This record from the OMol25 dataset describes a 2-piece molecular cluster, C4H8 overall. The level of theory is wB97M-V/def2-TZVPD.

Output
LUMO (eV): 1.2
Structure (SMILES): C=C.C=C
Total energy (Ha): -157.127618
Charge: 0
Max |F| (Eh/bohr): 0.0216
Frontier orbital gap (eV): 11.349

Geometry (Å):
C -2.968 -0.348 -0.519
C -2.410 0.219 0.536
H -3.330 0.253 -1.347
H -3.267 -1.387 -0.506
H -2.054 1.240 0.589
H -2.188 -0.398 1.397
C 3.163 0.557 -0.120
C 2.270 -0.413 0.034
H 3.036 1.337 -0.855
H 4.087 0.441 0.428
H 1.335 -0.415 -0.510
H 2.327 -1.086 0.876

Atomic forces in eV per Å
C -0.8 0.5 0.1
C 0.6 -0.5 0.2
H 0.4 -0.1 -0.2
H 0.1 -0.1 0.0
H -0.3 0.1 -0.1
H 0.1 0.0 0.1
C 0.0 -1.0 -0.2
C -0.6 0.8 0.4
H 0.2 0.0 -0.1
H 0.1 0.6 0.1
H 0.0 0.0 -0.1
H 0.3 -0.4 -0.2

***

No. 3
This record from the OMol25 dataset describes a 4-piece molecular cluster, C4H11NO3 overall. The level of theory is wB97M-V/def2-TZVPD.

Output
LUMO (eV): 0.6
Structure (SMILES): c1cc[nH]c1.O.O.O
Total energy (Ha): -439.464574
Charge: 0
Max |F| (Eh/bohr): 0.0232
Frontier orbital gap (eV): 9.505

Geometry (Å):
C -0.336 0.504 0.107
C 0.736 -0.432 0.192
C 1.880 0.306 0.069
N 1.530 1.600 -0.269
C 0.162 1.733 -0.190
H -1.374 0.251 0.202
H 0.461 -1.464 0.321
H 2.947 0.132 0.113
H 2.229 2.322 -0.326
H -0.404 2.638 -0.300
O -2.521 -1.466 -0.463
H -2.007 -2.191 -0.090
H -2.222 -1.540 -1.387
O -0.236 0.705 3.199
H 0.441 0.729 2.515
H -1.048 0.383 2.803
O -0.377 -1.647 -2.298
H 0.311 -1.824 -1.650
H -0.173 -0.739 -2.549

Atomic forces in eV per Å
C -0.2 0.0 -0.5
C -0.8 0.7 0.5
C 0.7 0.4 -0.9
N -0.1 -0.2 0.8
C 0.2 -0.2 0.1
H -0.1 0.0 -0.1
H 0.9 -0.2 0.4
H -0.3 -0.6 0.0
H -0.3 0.1 0.0
H 0.4 0.3 -0.2
O 0.0 -0.6 -0.4
H -0.2 0.0 0.3
H -0.1 0.3 0.2
O 0.2 0.2 0.6
H -0.4 -0.2 -0.2
H 0.1 0.0 -0.3
O 0.1 0.0 -0.5
H 0.0 -0.1 0.0
H -0.1 0.1 0.0

***

No. 4
This record from the OMol25 dataset describes C33H24BrN3O2PPdSbSe4 as an isolated structure. The level of theory is wB97M-V/def2-TZVPD.

Output
LUMO (eV): 3.5
Total energy (Ha): -14476.071054
Charge: -2
Max |F| (Eh/bohr): 0.0030
Frontier orbital gap (eV): 5.990

Geometry (Å):
Pd 1.996 -1.316 0.182
Br -4.715 3.066 1.090
C -3.094 3.498 1.983
C -2.424 2.520 2.702
C -1.243 2.835 3.352
C -0.724 4.136 3.306
C -1.418 5.096 2.569
C -2.592 4.785 1.901
N 0.320 4.605 4.141
N 1.310 3.893 4.485
C 1.734 2.763 3.826
C 2.362 1.812 4.651
C 2.700 0.554 4.237
C 2.490 0.131 2.886
O 2.745 -1.010 2.477
C 2.013 1.195 1.960
N 2.010 0.865 0.652
C 1.776 1.790 -0.253
C 1.511 3.117 0.098
C 1.434 3.458 1.423
C 1.672 2.483 2.416
H -2.811 1.510 2.742
H -0.726 2.063 3.907
H -1.030 6.108 2.552
H -3.119 5.541 1.333
H 2.511 2.109 5.684
H 3.140 -0.165 4.916
H 1.802 1.471 -1.289
H 1.355 3.856 -0.678
H 1.227 4.479 1.711
Se 5.153 -1.648 -5.099
Sb 5.709 -2.180 -2.831
Se 4.480 -0.843 -1.048
Se 6.836 -0.286 -1.584
Se 6.435 -4.369 -2.184
O -1.108 -1.838 1.101
P -0.999 -1.813 -0.381
C -2.170 -3.006 -1.117
C -1.809 -3.907 -2.114
C -2.748 -4.796 -2.626
C -4.048 -4.788 -2.146
C -4.412 -3.897 -1.143
C -3.476 -3.015 -0.628
C -1.539 -0.226 -1.079
C -1.317 0.919 -0.321
C -1.689 2.163 -0.811
C -2.294 2.268 -2.054
C -2.531 1.127 -2.811
C -2.157 -0.116 -2.324
C 0.591 -2.187 -1.121
C 1.388 -3.204 -0.487
C 2.363 -3.885 -1.284
C 2.538 -3.586 -2.603
C 1.765 -2.568 -3.223
C 0.825 -1.889 -2.510
H -0.792 -3.916 -2.488
H -2.457 -5.497 -3.400
H -4.779 -5.481 -2.548
H -5.425 -3.896 -0.758
H -3.743 -2.328 0.167
H -0.854 0.825 0.654
H -1.506 3.048 -0.215
H -2.590 3.240 -2.431
H -3.009 1.206 -3.780
H -2.348 -1.007 -2.911
H 1.034 -3.686 0.420
H 2.977 -4.650 -0.823
H 3.284 -4.118 -3.181
H 1.964 -2.311 -4.255
H 0.245 -1.106 -2.983

Atomic forces in eV per Å
Pd 0.0 0.0 0.1
Br 0.0 0.0 0.0
C 0.0 0.0 0.0
C 0.0 0.0 0.0
C 0.0 0.0 0.0
C 0.0 0.0 0.0
C 0.0 0.0 0.0
C 0.0 0.0 0.0
N 0.0 0.0 0.0
N 0.0 0.0 -0.1
C 0.0 0.0 0.0
C 0.0 0.0 0.0
C 0.0 0.0 0.0
C 0.0 0.1 0.0
O 0.0 0.0 -0.1
C 0.0 -0.1 0.1
N 0.0 0.1 0.0
C 0.0 0.0 0.0
C 0.0 0.0 0.0
C 0.0 0.0 0.0
C 0.0 0.1 0.0
H 0.0 0.0 0.0
H 0.0 0.0 0.0
H 0.0 0.0 0.0
H 0.0 0.0 0.0
H 0.0 0.0 0.0
H 0.0 0.0 0.0
H 0.0 0.0 0.0
H 0.0 0.0 0.0
H 0.0 0.0 0.0
Se 0.0 0.0 -0.1
Sb 0.0 0.1 0.1
Se 0.1 0.0 -0.1
Se 0.0 0.0 0.0
Se 0.0 0.0 0.0
O 0.0 0.0 0.0
P 0.0 0.0 -0.1
C 0.0 0.0 0.0
C 0.0 0.0 0.0
C 0.0 0.0 0.0
C 0.0 0.0 0.0
C 0.0 0.0 0.0
C 0.0 0.0 0.0
C 0.0 0.0 0.0
C 0.0 0.0 0.0
C 0.0 0.0 0.0
C 0.0 0.0 0.0
C 0.0 0.0 0.0
C 0.0 0.0 0.0
C 0.0 0.1 0.0
C 0.0 0.0 0.0
C 0.0 0.0 0.0
C 0.0 0.0 0.0
C 0.0 0.0 0.0
C 0.0 0.0 0.0
H 0.0 0.0 0.0
H 0.0 0.0 0.0
H 0.0 0.0 0.0
H 0.0 0.0 0.0
H 0.0 0.0 0.0
H 0.0 0.0 0.0
H 0.0 0.0 0.0
H 0.0 0.0 0.0
H 0.0 0.0 0.0
H 0.0 0.0 0.0
H 0.0 0.0 0.0
H 0.0 0.0 0.0
H 0.0 0.0 0.0
H 0.0 0.0 0.0
H 0.0 0.0 0.0

***

No. 5
This record from the OMol25 dataset describes C4H15N5 as an isolated structure. The level of theory is wB97M-V/def2-TZVPD.

Output
LUMO (eV): 0.8
Total energy (Ha): -435.006502
Charge: 0
Max |F| (Eh/bohr): 0.0103
Frontier orbital gap (eV): 8.133

Geometry (Å):
C -2.325 -1.209 -0.682
C -0.876 -2.123 1.054
N -1.296 -0.937 0.315
N -0.183 -0.310 -0.293
H 0.380 -0.951 -0.866
H -0.383 0.680 -0.795
H -2.608 -0.279 -1.175
H -1.999 -1.934 -1.445
H -0.146 -1.830 1.806
H -0.440 -2.892 0.393
H -1.744 -2.549 1.557
H -3.203 -1.612 -0.175
C 2.212 0.284 0.447
N 0.314 1.990 -0.600
C 0.771 0.588 0.728
N 1.265 2.303 -1.621
N 0.329 0.825 1.900
H 0.088 2.796 -0.016
H 0.808 2.777 -2.396
H 1.996 2.919 -1.273
H -0.686 0.825 1.950
H 2.827 0.995 0.998
H 2.454 -0.721 0.804
H 2.443 0.366 -0.615

Atomic forces in eV per Å
C 0.1 0.0 0.1
C 0.0 0.1 -0.1
N 0.1 0.0 0.0
N 0.1 0.1 0.3
H 0.0 0.0 0.1
H 0.0 0.0 0.0
H 0.0 0.0 0.0
H 0.0 0.0 0.1
H 0.0 0.0 0.0
H 0.0 0.1 0.0
H 0.0 0.0 0.0
H 0.1 0.0 0.0
C 0.0 0.0 -0.1
N 0.1 -0.2 0.3
C -0.3 -0.1 -0.4
N -0.1 0.0 0.0
N 0.0 0.0 -0.2
H 0.1 -0.1 -0.1
H 0.0 0.0 0.1
H -0.1 0.0 0.0
H 0.0 0.0 0.0
H 0.0 0.0 0.0
H 0.0 0.0 0.0
H 0.0 0.0 0.0

***

No. 6
This record from the OMol25 dataset describes C31H32N2OSiV as an isolated structure. The level of theory is wB97M-V/def2-TZVPD.

Output
<S²>: 3.7812
LUMO (spin up / spin down) (eV): 0.4 / -0.3
Total energy (Ha): -2618.801062
Multiplicity: 4
Charge: 0
Max |F| (Eh/bohr): 0.0347
Frontier orbital gap (spin up / spin down) (eV): 5.935 / 8.517

Geometry (Å):
C 1.091 -1.399 -5.126
C 1.899 -2.610 -4.644
H 0.059 -1.688 -5.359
H 1.530 -0.981 -6.040
H 1.063 -0.602 -4.372
H 1.553 -2.958 -3.663
H 1.800 -3.443 -5.350
H 2.966 -2.370 -4.568
C -2.567 1.383 0.183
C -3.727 1.876 0.776
C -4.091 1.436 2.056
C -3.264 0.526 2.718
H -2.222 1.699 -0.800
H -4.320 2.618 0.242
H -4.992 1.819 2.536
H -3.472 0.166 3.725
N -1.763 0.485 0.816
C -2.089 0.098 2.088
C -1.074 -0.716 2.711
N 0.053 -0.865 1.936
C 1.011 -1.749 2.320
C -0.160 -2.202 4.377
C 0.939 -2.427 3.535
H 1.791 -1.912 1.587
H 1.734 -3.129 3.780
C -1.183 -1.350 3.954
H -2.086 -1.177 4.548
H -0.216 -2.710 5.338
V 0.196 0.098 0.201
C 1.644 -1.123 -0.701
H 1.475 -2.206 -0.623
H 2.523 -0.842 -0.089
H 1.848 -0.823 -1.738
O 0.810 1.690 -0.213
Si 1.359 3.210 -0.535
C 2.220 3.268 -2.189
C 2.830 4.448 -2.627
C 3.456 4.500 -3.884
C 3.488 3.358 -4.690
C 2.893 2.171 -4.243
C 2.252 2.125 -3.000
C -0.139 4.340 -0.651
C -0.970 4.480 0.467
C -2.157 5.214 0.393
C -2.534 5.835 -0.804
C -1.730 5.671 -1.935
C -0.544 4.920 -1.861
C 2.601 3.719 0.775
C 2.185 3.767 2.113
C 3.055 4.205 3.117
C 4.373 4.560 2.806
C 4.815 4.460 1.482
C 3.936 4.025 0.476
H 2.828 5.333 -1.994
H 3.911 5.430 -4.221
H 3.979 3.388 -5.663
H 2.926 1.271 -4.854
H 1.779 1.200 -2.653
H -0.708 3.977 1.402
H -2.807 5.268 1.264
H -3.463 6.408 -0.860
H -2.035 6.102 -2.886
H 0.052 4.758 -2.760
H 1.170 3.453 2.375
H 2.703 4.258 4.146
H 5.054 4.900 3.590
H 5.842 4.710 1.226
H 4.297 3.921 -0.547

Atomic forces in eV per Å
C 0.0 -0.1 0.0
C 0.0 0.0 0.0
H 0.2 0.1 0.1
H -0.1 0.0 0.1
H 0.0 -0.2 -0.1
H 0.1 0.1 -0.2
H 0.0 0.1 0.1
H -0.2 0.0 0.1
C -0.6 -0.1 0.8
C 0.7 0.1 -1.0
C 0.4 -0.8 0.8
C -0.6 0.7 -0.4
H -0.2 0.0 0.2
H 0.2 -0.2 0.2
H 0.2 -0.2 -0.1
H -0.1 0.2 -0.3
N -0.2 0.5 -0.5
C 0.6 -0.4 0.4
C -0.4 0.3 -0.2
N 0.3 -0.7 0.1
C -0.5 -0.4 1.2
C -1.0 0.6 0.1
C 0.6 0.4 -1.4
H 0.1 0.0 0.4
H -0.3 0.2 0.1
C 0.5 -0.6 0.4
H 0.5 -0.2 -0.1
H -0.1 0.1 -0.2
V -0.3 -0.4 0.1
C -0.3 0.0 0.0
H 0.2 0.2 -0.2
H -0.1 -0.1 -0.3
H 0.0 -0.3 0.1
O 0.6 1.6 -0.4
Si 0.1 -0.2 -0.2
C -0.1 -0.3 0.1
C 0.3 -0.2 -0.8
C -0.2 -0.2 0.4
C -0.1 -0.1 0.2
C 0.0 0.1 0.2
C 0.2 0.3 -0.3
C -0.1 -0.2 0.1
C -0.4 0.2 -0.1
C 0.1 -0.1 -0.1
C 0.3 -0.3 0.0
C 0.2 -0.2 0.1
C -0.4 0.2 0.2
C 0.0 -0.2 0.1
C 0.3 0.3 0.3
C 0.0 -0.1 -0.2
C -0.3 -0.1 -0.3
C -0.4 -0.2 0.0
C 0.1 0.2 0.5
H 0.0 -0.1 -0.1
H -0.1 -0.2 0.0
H -0.1 0.0 0.3
H 0.0 0.2 0.0
H 0.2 0.4 -0.2
H -0.1 0.2 -0.2
H 0.1 0.1 -0.1
H 0.3 -0.2 0.0
H 0.1 0.0 0.2
H -0.1 0.1 0.2
H 0.3 0.2 0.0
H 0.1 0.0 -0.2
H -0.2 -0.1 -0.2
H -0.2 -0.1 0.1
H -0.1 0.1 0.3